# 1
Molecular formula: C4H10O2
Method: DFT, wB97M-V/def2-TZVPD

Properties
energy above the lowest of the compared OMol25 structures with the same formula, charge and spin	9.0	kcal/mol
calculated total energy	-8405.1547	eV
2S+1	1
E_LUMO	0.867	eV
Kohn-Sham gap	10.88	eV
structure (SMILES)	CCC(C)=O.O

Each line ends with the Löwdin charge.
Positions of all 16 atoms, in Å:
1 C -2.2811 -0.7563 -0.0923  -0.095
2 C -1.3882 0.3890 0.3606  -0.191
3 C 0.0182 0.2497 -0.1619  -0.437
4 O 0.2558 -0.3023 -1.2258  0.051
5 C 1.1096 0.7101 0.7592  -0.024
6 O 3.0691 -0.6200 -0.8770  -0.081
7 H -3.3295 -0.5367 0.1198  0.072
8 H -2.1471 -0.9226 -1.1639  0.074
9 H -2.0117 -1.6863 0.4221  0.083
10 H -1.7566 1.3632 0.0055  0.131
11 H -1.3225 0.4611 1.4517  0.111
12 H 1.4488 -0.2231 1.2222  0.107
13 H 2.1332 -0.6602 -1.1480  0.001
14 H 0.7740 1.4047 1.5352  0.086
15 H 1.9913 1.0547 0.2277  0.071
16 H 3.4366 0.0747 -1.4352  0.042



# 2
Molecular formula: C4H10O2
Method: DFT, wB97M-V/def2-TZVPD

Properties
energy above the lowest of the compared OMol25 structures with the same formula, charge and spin	62.7	kcal/mol
calculated total energy	-8402.8262	eV
2S+1	1
E_LUMO	0.793	eV
Kohn-Sham gap	9.62	eV
structure (SMILES)	C=C(C)O.[H][H].C=O

Each line ends with the Löwdin charge.
Positions of all 16 atoms, in Å:
1 C 2.7393 -0.4541 -0.3571  -0.184
2 O 2.3108 -1.4839 -0.8121  -0.026
3 C -0.6563 -0.3769 -1.3076  0.027
4 C -1.1915 -0.1693 -0.1025  -0.520
5 C -1.9606 1.0532 0.2942  -0.053
6 O -1.0986 -1.0489 0.9358  0.016
7 H 3.2538 -0.4142 0.6225  0.076
8 H 2.6450 0.5138 -0.8849  0.078
9 H 1.2424 1.1209 1.4908  0.079
10 H -0.0911 -1.2749 -1.5419  0.053
11 H -0.7671 0.3644 -2.0903  0.061
12 H 0.8818 1.0548 0.8423  0.044
13 H -1.5736 1.4467 1.2398  0.073
14 H -3.0178 0.8146 0.4474  0.086
15 H -1.8779 1.8264 -0.4726  0.081
16 H -0.5732 -1.8079 0.6463  0.108



# 3
Molecular formula: C4H10O2
Method: DFT, wB97M-V/def2-TZVPD

Properties
energy above the lowest of the compared OMol25 structures with the same formula, charge and spin	24.1	kcal/mol
calculated total energy	-8404.5033	eV
2S+1	1
E_LUMO	1.044	eV
Kohn-Sham gap	11.07	eV
structure (SMILES)	CCOCCO

Each line ends with the Löwdin charge.
Positions of all 16 atoms, in Å:
1 C -2.2900 -0.7653 0.0826  -0.074
2 C -1.2626 0.0763 -0.6456  -0.286
3 O -0.0691 -0.0446 0.0876  -0.183
4 C 1.0400 0.6480 -0.4277  -0.213
5 C 2.1318 0.4514 0.6131  -0.250
6 O 2.2620 -0.9056 0.9623  -0.057
7 H -1.9825 -1.8158 0.0760  0.079
8 H -3.2790 -0.6815 -0.3750  0.076
9 H -2.3501 -0.4355 1.1245  0.079
10 H -1.5680 1.1346 -0.6874  0.122
11 H -1.1193 -0.2687 -1.6831  0.124
12 H 0.8166 1.7207 -0.5559  0.128
13 H 1.3366 0.2417 -1.4090  0.131
14 H 1.8887 1.0637 1.4965  0.121
15 H 3.0873 0.7864 0.2035  0.121
16 H 1.3577 -1.2058 1.1375  0.083



# 4
Molecular formula: C4H10O2
Method: DFT, wB97M-V/def2-TZVPD

Properties
energy above the lowest of the compared OMol25 structures with the same formula, charge and spin	23.7	kcal/mol
calculated total energy	-8404.5193	eV
2S+1	1
E_LUMO	0.985	eV
Kohn-Sham gap	10.77	eV
structure (SMILES)	COC[C@@H](C)O

Each line ends with the Löwdin charge.
Positions of all 16 atoms, in Å:
1 C 2.2672 -0.2251 -0.1857  -0.109
2 O 1.1875 -1.0232 -0.6029  -0.192
3 C 0.0268 -0.2727 -0.8989  -0.193
4 C -0.6990 0.1122 0.3827  -0.452
5 C -1.9441 0.9393 0.1393  -0.045
6 O -1.0655 -1.0651 1.0746  -0.025
7 H 3.1012 -0.9094 -0.0288  0.092
8 H 2.5254 0.5298 -0.9471  0.094
9 H 2.0590 0.2944 0.7593  0.084
10 H -0.6048 -0.9418 -1.4910  0.139
11 H 0.2863 0.6125 -1.5015  0.131
12 H -0.0057 0.7085 1.0001  0.132
13 H -2.3767 1.2363 1.0987  0.083
14 H -2.6908 0.3593 -0.4118  0.087
15 H -1.7023 1.8438 -0.4305  0.084
16 H -0.3020 -1.6568 1.0021  0.092



# 5
Molecular formula: C4H10O2
Method: DFT, wB97M-V/def2-TZVPD

Properties
energy above the lowest of the compared OMol25 structures with the same formula, charge and spin	24.2	kcal/mol
calculated total energy	-8404.4987	eV
2S+1	1
E_LUMO	0.546	eV
Kohn-Sham gap	10.05	eV
structure (SMILES)	CC(C)C=O.O

Each line ends with the Löwdin charge.
Positions of all 16 atoms, in Å:
1 C 1.9340 0.0712 -0.9413  -0.270
2 C 0.8672 -0.3629 0.0376  -0.402
3 C 0.6871 0.7675 1.0348  -0.068
4 C -0.2911 -0.9635 -0.7472  -0.077
5 O 3.1236 -0.0186 -0.7842  0.060
6 H 1.5426 0.6431 -1.8087  0.131
7 H 1.3455 -1.1484 0.6392  0.140
8 H -0.0981 0.5485 1.7540  0.075
9 H 1.5838 1.0946 1.5533  0.082
10 H 0.3721 1.7010 0.5324  0.085
11 H -1.0343 -1.4334 -0.1028  0.064
12 H -0.8595 -0.1181 -1.1658  0.073
13 H 0.0041 -1.6727 -1.5162  0.084
14 H -2.7416 0.7130 -0.0435  0.035
15 H -3.6671 0.1511 0.9341  0.040
16 O -2.7685 0.0276 0.6244  -0.050



# 6
Molecular formula: C4H10O2
Method: DFT, wB97M-V/def2-TZVPD

Properties
energy above the lowest of the compared OMol25 structures with the same formula, charge and spin	19.2	kcal/mol
calculated total energy	-8404.7149	eV
2S+1	1
E_LUMO	0.849	eV
Kohn-Sham gap	10.96	eV
structure (SMILES)	CC(C)(O)CO

Each line ends with the Löwdin charge.
Positions of all 16 atoms, in Å:
1 C 1.3669 0.0775 0.9808  -0.032
2 C 0.0443 -0.0300 0.1953  -0.575
3 C -0.3180 -1.5270 0.1183  -0.037
4 O -0.8961 0.6221 1.0399  -0.049
5 C -0.0989 0.7196 -1.1943  -0.162
6 O -1.4055 1.2752 -1.3783  -0.078
7 H 1.7712 1.0928 1.0301  0.081
8 H 1.1146 -0.2156 2.0086  0.089
9 H 2.1587 -0.6038 0.6473  0.082
10 H 0.5241 -2.1694 -0.1701  0.083
11 H -0.6320 -1.8341 1.1220  0.088
12 H -1.1442 -1.7203 -0.5740  0.084
13 H -1.7316 0.5411 0.5580  0.089
14 H 0.6482 1.5164 -1.2969  0.121
15 H -0.0014 0.0283 -2.0358  0.120
16 H -1.4299 2.1625 -0.9930  0.097



# 7
Molecular formula: C4H10O2
Method: DFT, wB97M-V/def2-TZVPD

Properties
energy above the lowest of the compared OMol25 structures with the same formula, charge and spin	83.4	kcal/mol
calculated total energy	-8401.9305	eV
2S+1	1
E_LUMO	0.206	eV
Kohn-Sham gap	9.67	eV

Each line ends with the Löwdin charge.
Positions of all 16 atoms, in Å:
1 C 0.2740 -2.1651 -0.3056  -0.064
2 C 0.0864 -0.6880 0.0111  -0.512
3 O 1.3675 -0.0998 -0.1302  -0.053
4 C -0.9501 -0.0399 -0.9141  -0.055
5 C -0.7170 2.6525 0.8837  0.034
6 O 0.5529 2.5904 0.5150  -0.091
7 H 1.0231 -2.5958 0.3651  0.080
8 H -0.6591 -2.7256 -0.1898  0.080
9 H 0.6344 -2.2885 -1.3332  0.084
10 H -0.2508 -0.6060 1.0618  0.130
11 H 1.2898 0.8359 0.0966  0.045
12 H -1.9318 -0.5017 -0.7736  0.086
13 H -0.6402 -0.1699 -1.9554  0.089
14 H -0.7799 1.7507 1.5452  0.011
15 H -1.0766 1.0238 -0.7388  0.027
16 H 0.7212 3.3169 -0.1058  0.108



# 8
Molecular formula: C4H10O2
Method: DFT, wB97M-V/def2-TZVPD

Properties
energy above the lowest of the compared OMol25 structures with the same formula, charge and spin	22.4	kcal/mol
calculated total energy	-8404.5753	eV
2S+1	1
E_LUMO	1.001	eV
Kohn-Sham gap	11.17	eV
structure (SMILES)	COC[C@@H](C)O

Each line ends with the Löwdin charge.
Positions of all 16 atoms, in Å:
1 C 2.5035 -0.4458 -0.4014  -0.114
2 O 1.3501 -0.3671 0.3985  -0.192
3 C 0.2052 -0.0086 -0.3444  -0.210
4 C -0.9266 0.2326 0.6401  -0.441
5 C -2.1825 0.7247 -0.0559  -0.049
6 O -1.2475 -0.9686 1.3161  -0.027
7 H 2.4102 -1.2236 -1.1750  0.091
8 H 2.7024 0.5162 -0.9001  0.089
9 H 3.3448 -0.6874 0.2528  0.090
10 H -0.0760 -0.8242 -1.0339  0.141
11 H 0.4020 0.8981 -0.9403  0.132
12 H -0.5780 0.9943 1.3581  0.148
13 H -2.9759 0.8910 0.6784  0.083
14 H -2.5336 -0.0243 -0.7738  0.086
15 H -1.9929 1.6658 -0.5851  0.083
16 H -0.4051 -1.3732 1.5659  0.090